<P>
C4H14N3 | ωB97M-V with the def2-TZVPD basis set

Each line ends with the natural charge from an NBO analysis.
Atoms and positions in Å:
N (1.9487, 0.0264, -1.6102)  -0.85
C (2.3560, -0.2592, -0.2119)  -0.26
C (1.2100, -0.9928, 0.4395)  -0.22
N (0.0261, -0.0630, 0.3538)  -0.51
C (-1.2665, -0.5352, 0.9183)  -0.23
C (-2.4207, 0.3286, 0.3893)  -0.25
N (-1.9421, 1.6258, -0.1198)  -0.87
H (2.5897, 0.7378, -1.9446)  0.39
H (2.2212, -0.8240, -2.1047)  0.37
H (2.5302, 0.6788, 0.3233)  0.20
H (3.3027, -0.7908, -0.1356)  0.22
H (1.3610, -1.2750, 1.4696)  0.23
H (0.8984, -1.8589, -0.1425)  0.22
H (-0.0723, 0.0822, -0.6559)  0.45
H (0.2828, 0.8896, 0.6337)  0.45
H (-1.3838, -1.5651, 0.5860)  0.22
H (-1.1702, -0.5399, 2.0025)  0.23
H (-3.0740, 0.5944, 1.2168)  0.23
H (-3.0322, -0.1944, -0.3436)  0.20
H (-1.7260, 1.5989, -1.1068)  0.37
H (-2.6388, 2.3355, 0.0428)  0.39

As for the highest occupied orbital energy: -13.77 eV. As for the total charge: +1. For the gap between HOMO and LUMO, the calculation gives 11.0 eV. The structure (SMILES) is NCC[NH2+]CCN. The LUMO energy is -2.730 eV.

<Q>
C4H14N3 | ωB97M-V with the def2-TZVPD basis set

Each line ends with the natural charge from an NBO analysis.
Atoms and positions in Å:
C (-1.8224, -0.6180, -2.1407)  -0.45
C (0.4967, -0.2564, -1.4725)  0.72
N (-0.6863, 0.2578, -1.9682)  -0.54
N (0.6540, -1.5996, -0.9968)  -0.79
N (1.6935, 0.5701, -1.3023)  -0.81
H (-0.7755, 1.1677, -2.4160)  0.45
H (-0.0159, -2.3368, -0.9740)  0.43
H (1.6459, -1.9512, -0.9430)  0.45
H (1.7511, 1.5182, -1.7114)  0.42
H (1.9824, 0.6175, -0.3636)  0.41
H (-1.8827, -1.3605, -1.3681)  0.21
H (-1.8805, -1.2769, -3.0647)  0.24
H (-2.7217, -0.0716, -1.9673)  0.25
C (-0.0725, 0.6030, 1.8800)  -0.61
C (0.5847, 0.7546, 3.2316)  -0.63
H (-1.0419, 1.1481, 1.7895)  0.22
H (0.5127, 0.9709, 1.0769)  0.16
H (-0.2997, -0.4741, 1.6501)  0.20
H (1.1536, -0.1062, 3.5872)  0.22
H (-0.3554, 0.7866, 3.9304)  0.22
H (1.0799, 1.6568, 3.5429)  0.23

As for the highest occupied orbital energy: -14.26 eV. As for the total charge: +1. For the gap between HOMO and LUMO, the calculation gives 10.5 eV. The LUMO energy is -3.722 eV.

From most stable to least stable, the computed energies give <P>, <Q>.

<P>
C4H14N3 | ωB97M-V with the def2-TZVPD basis set

Each line ends with the natural charge from an NBO analysis.
Atoms and positions in Å:
C (-0.6165, 0.7940, 2.8495)  -0.62
C (0.5927, 1.4645, 2.1501)  -0.63
H (-0.4731, 0.5333, 3.8850)  0.23
H (-1.4649, 1.5064, 2.8811)  0.21
H (-0.9898, -0.0229, 2.2385)  0.19
H (1.1967, 0.8576, 1.4714)  0.19
H (0.3398, 2.3754, 1.5972)  0.20
H (1.2867, 1.6682, 2.9800)  0.23
C (-0.0249, -2.5949, -1.2880)  -0.43
C (0.0005, -0.0466, -1.6050)  0.68
N (-0.5368, -1.2119, -1.2996)  -0.54
N (1.2533, 0.0952, -2.0086)  -0.77
N (-0.8270, 1.0093, -1.5109)  -0.78
H (-1.5193, -1.1921, -1.0663)  0.41
H (1.9015, -0.5486, -2.4303)  0.44
H (1.5913, 1.0258, -2.2053)  0.42
H (-1.6917, 1.1290, -1.0060)  0.44
H (-0.5336, 1.9416, -1.7630)  0.42
H (1.0461, -2.6932, -1.5813)  0.22
H (-0.6062, -3.1527, -2.0242)  0.24
H (0.0755, -2.9375, -0.2644)  0.24

As for the highest occupied orbital energy: -14.57 eV. As for the total charge: +1. For the gap between HOMO and LUMO, the calculation gives 11.5 eV. The LUMO energy is -3.082 eV.

<Q>
C4H14N3 | ωB97M-V with the def2-TZVPD basis set

Each line ends with the natural charge from an NBO analysis.
Atoms and positions in Å:
N (1.6251, -0.2120, -0.4978)  -0.24
C (1.9483, -1.0614, -1.6286)  -0.03
N (2.0602, -0.4298, -2.9478)  -0.70
H (2.8248, -0.8648, -1.0423)  0.37
H (1.7545, -0.6729, 0.3729)  0.39
H (1.6303, -2.1456, -1.6939)  0.29
H (1.8460, -1.0495, -3.7396)  0.42
H (1.4625, 0.3715, -2.9559)  0.41
C (-0.4665, 1.4803, 1.4783)  -0.41
N (-1.1864, 0.1816, 1.4619)  -0.44
C (-2.4609, 0.2182, 2.1987)  -0.43
C (-1.3377, -0.1948, 0.0118)  -0.41
H (-0.2444, 1.7328, 2.4732)  0.21
H (-0.9998, 2.3964, 1.0602)  0.18
H (0.4428, 1.2712, 0.8498)  0.17
H (-2.8040, -0.8179, 2.0902)  0.21
H (-2.2166, 0.4187, 3.2567)  0.22
H (-3.2416, 0.9869, 1.8846)  0.19
H (-1.3859, -1.3346, -0.0294)  0.20
H (-0.4290, 0.1104, -0.4893)  0.17
H (-2.2322, 0.1646, -0.5125)  0.21

As for the highest occupied orbital energy: -11.97 eV. As for the total charge: +1. For the gap between HOMO and LUMO, the calculation gives 4.0 eV. The LUMO energy is -7.944 eV.

From most stable to least stable, the computed energies give <P>, <Q>.

<P>
C4H14N3 | ωB97M-V with the def2-TZVPD basis set

Each line ends with the natural charge from an NBO analysis.
Atoms and positions in Å:
C (1.2109, -0.0182, -1.4523)  -0.46
C (1.0193, 0.4380, 0.9239)  0.69
N (0.7970, 0.8271, -0.3276)  -0.53
N (0.8473, -0.8611, 1.1990)  -0.78
N (1.2632, 1.3319, 1.8878)  -0.77
H (0.8988, 1.8043, -0.5568)  0.42
H (0.0261, -1.3410, 0.8717)  0.43
H (1.2711, -1.2256, 2.0374)  0.43
H (0.7373, 1.4720, 2.7369)  0.44
H (1.7034, 2.1772, 1.5632)  0.41
H (1.2002, 0.4241, -2.4474)  0.25
H (0.5637, -0.8625, -1.6704)  0.23
H (2.1928, -0.4263, -1.2491)  0.22
C (-2.0128, -1.0324, -1.6491)  -0.61
C (-2.5568, -0.4514, -0.3343)  -0.63
H (-2.7065, -1.2464, -2.4582)  0.23
H (-1.3788, -0.3372, -2.1438)  0.19
H (-1.3766, -1.8860, -1.4167)  0.19
H (-3.5210, -0.9273, -0.1040)  0.23
H (-2.8430, 0.5940, -0.3892)  0.23
H (-1.9600, -0.8990, 0.4581)  0.18

As for the highest occupied orbital energy: -14.63 eV. As for the total charge: +1. For the gap between HOMO and LUMO, the calculation gives 11.1 eV. The LUMO energy is -3.487 eV.

<Q>
C4H14N3 | ωB97M-V with the def2-TZVPD basis set

Each line ends with the natural charge from an NBO analysis.
Atoms and positions in Å:
N (-2.5507, -0.6606, -0.8872)  -0.86
C (-2.2561, 0.4558, 0.0304)  -0.23
C (-0.8922, 0.1087, 0.7444)  -0.25
N (0.1029, -0.4489, -0.2481)  -0.69
C (1.3394, -1.0213, 0.3607)  -0.25
C (2.3478, 0.1820, 0.5425)  -0.24
N (1.8856, 1.1972, -0.4655)  -0.72
H (-3.0485, -1.4190, -0.4037)  0.36
H (-3.1891, -0.4194, -1.5955)  0.38
H (-3.0445, 0.7332, 0.7699)  0.22
H (-1.9014, 1.2144, -0.7108)  0.20
H (-0.5499, 0.9322, 1.3356)  0.19
H (-0.9678, -0.6319, 1.5259)  0.18
H (-0.5853, -1.1429, -0.5895)  0.44
H (1.6828, -1.8390, -0.3723)  0.24
H (1.1596, -1.3534, 1.3725)  0.22
H (3.3670, -0.0443, 0.2998)  0.23
H (2.3409, 0.7952, 1.5455)  0.23
H (2.5689, 1.1722, -1.2223)  0.43
H (0.9255, 0.8955, -0.8250)  0.47
H (1.9442, 2.1421, 0.0068)  0.44

As for the highest occupied orbital energy: -13.25 eV. As for the total charge: +1. For the gap between HOMO and LUMO, the calculation gives 10.0 eV. The structure (SMILES) is NCCNCC[NH3+]. The LUMO energy is -3.205 eV.

<R>
C4H14N3 | ωB97M-V with the def2-TZVPD basis set

Each line ends with the natural charge from an NBO analysis.
Atoms and positions in Å:
N (2.3669, -0.2958, 0.6579)  -0.88
C (1.7226, -1.2895, -0.2223)  -0.22
C (0.4965, -0.7027, -0.9777)  -0.44
C (-0.2789, 0.3269, -0.1719)  -0.05
N (-0.4815, -0.1103, 1.2474)  -0.71
C (-1.6457, 0.7274, -0.7253)  -0.24
N (-2.3151, 1.5581, 0.2784)  -0.87
H (3.1353, -0.7460, 1.1521)  0.39
H (2.8229, 0.4130, 0.0780)  0.37
H (1.3383, -2.1051, 0.4072)  0.19
H (2.4212, -1.7033, -0.9598)  0.21
H (-0.1008, -1.5626, -1.3287)  0.23
H (0.7769, -0.2129, -1.8989)  0.24
H (0.3639, 1.1974, -0.0834)  0.22
H (-1.2161, 0.5172, 1.6291)  0.47
H (0.4421, -0.0354, 1.6968)  0.47
H (-0.8471, -1.0543, 1.3108)  0.42
H (-2.2368, -0.1810, -0.9035)  0.21
H (-1.4757, 1.2510, -1.6693)  0.22
H (-3.3189, 1.5007, 0.2271)  0.40
H (-1.9701, 2.5071, 0.2561)  0.39

As for the highest occupied orbital energy: -13.97 eV. As for the total charge: +1. For the gap between HOMO and LUMO, the calculation gives 11.1 eV. The structure (SMILES) is NCC[C@H]([NH3+])CN. The LUMO energy is -2.853 eV.

From most stable to least stable, the computed energies give <R>, <P>, <Q>.

<P>
C4H14N3 | ωB97M-V with the def2-TZVPD basis set

Each line ends with the natural charge from an NBO analysis.
Atoms and positions in Å:
N (2.0828, -1.6905, 1.4968)  -0.87
C (1.6266, -0.4539, 0.9453)  -0.20
C (0.1283, -0.5585, 0.4132)  -0.07
N (0.1517, -1.0406, -0.9737)  -0.89
C (-0.3943, 0.8787, 0.4502)  -0.43
C (-1.7914, 1.1082, -0.1179)  -0.21
N (-1.6042, 1.0704, -1.6161)  -0.70
H (2.1355, -1.8363, 2.4597)  0.39
H (2.7734, -2.1467, 0.9277)  0.38
H (2.2153, -0.1328, 0.0826)  0.18
H (1.5857, 0.3225, 1.7188)  0.19
H (-0.4778, -1.1085, 1.1292)  0.22
H (-0.0289, -2.0382, -0.9930)  0.40
H (1.0110, -0.8579, -1.4777)  0.38
H (0.2804, 1.4949, -0.1566)  0.20
H (-0.3518, 1.3525, 1.4348)  0.25
H (-2.2085, 2.0792, 0.1541)  0.23
H (-2.5503, 0.3641, 0.1278)  0.23
H (-1.0776, 0.1958, -1.8637)  0.48
H (-1.0354, 1.8211, -2.0137)  0.43
H (-2.4706, 1.1764, -2.1277)  0.43

As for the highest occupied orbital energy: -11.98 eV. As for the total charge: +1. For the gap between HOMO and LUMO, the calculation gives 8.8 eV. The structure (SMILES) is NC[C@H](N)CC[NH3+]. The LUMO energy is -3.138 eV.

<Q>
C4H14N3 | ωB97M-V with the def2-TZVPD basis set

Each line ends with the natural charge from an NBO analysis.
Atoms and positions in Å:
C (-2.4753, -0.9111, -0.7615)  -0.63
C (-2.5283, 0.2845, 0.1627)  -0.62
H (-2.2311, -1.8471, -0.2481)  0.21
H (-3.4575, -1.1162, -1.1645)  0.24
H (-1.7563, -0.7804, -1.5619)  0.19
H (-1.5854, 0.8417, 0.2377)  0.17
H (-2.8864, 0.1202, 1.1832)  0.22
H (-3.2391, 1.0584, -0.1461)  0.23
C (1.0912, 1.1111, -1.3066)  -0.44
C (1.7165, -0.2120, 0.6378)  0.69
N (1.2843, -1.1769, 1.4937)  -0.80
N (1.1391, -0.1747, -0.5629)  -0.54
N (2.5857, 0.6934, 1.0359)  -0.74
H (1.3213, -2.1612, 1.2758)  0.44
H (1.5804, -1.1136, 2.4628)  0.41
H (0.2365, -0.6236, -0.4547)  0.43
H (2.9860, 1.2808, 0.3346)  0.43
H (3.0819, 0.5187, 1.8946)  0.43
H (0.1467, 1.1251, -1.8241)  0.25
H (1.8621, 1.1340, -2.0747)  0.23
H (1.1279, 1.9490, -0.6138)  0.21

As for the highest occupied orbital energy: -14.68 eV. As for the total charge: +1. For the gap between HOMO and LUMO, the calculation gives 11.5 eV. The LUMO energy is -3.189 eV.

From most stable to least stable, the computed energies give <Q>, <P>.

<P>
C7H14O | ωB97M-V with the def2-TZVPD basis set

Each line ends with the natural charge from an NBO analysis.
Atoms and positions in Å:
C (-2.1792, 0.4635, 2.0556)  -0.40
C (-1.7042, -0.6119, 1.4700)  -0.16
C (-1.1237, -0.7440, 0.0411)  -0.51
C (-0.0054, 0.2343, -0.2354)  0.02
C (-0.2083, 1.5465, -0.1150)  -0.39
C (1.4144, -0.2452, -0.4985)  -0.45
C (2.3624, -0.0516, 0.6888)  -0.62
H (-2.7019, 0.3891, 3.0017)  0.20
H (-2.1608, 1.4687, 1.6537)  0.19
H (-1.8199, -1.5896, 1.9330)  0.20
H (-0.9188, -1.8035, -0.1330)  0.21
H (-1.9956, -0.6034, -0.6142)  0.23
H (-1.1888, 1.9789, -0.0119)  0.19
H (0.6612, 2.1846, -0.1855)  0.20
H (1.3092, -1.2920, -0.8121)  0.19
H (1.8492, 0.1849, -1.3876)  0.23
H (3.1208, 0.7120, 0.5723)  0.21
H (1.7775, 0.1800, 1.5801)  0.22
H (2.8365, -0.9870, 0.9929)  0.21
O (0.1795, -0.0806, -3.4331)  -0.92
H (-0.1783, -0.5566, -2.6751)  0.47
H (0.6743, -0.7770, -3.8877)  0.46

As for the highest occupied orbital energy: -9.16 eV. For the gap between HOMO and LUMO, the calculation gives 10.0 eV. The structure (SMILES) is C=CCC(=C)CC.O. The LUMO energy is 0.787 eV.

<Q>
C7H14O | ωB97M-V with the def2-TZVPD basis set

Each line ends with the natural charge from an NBO analysis.
Atoms and positions in Å:
C (2.9473, 0.0443, -0.5872)  -0.39
C (2.1017, 0.8949, -0.0249)  -0.22
C (0.6370, 0.8947, -0.1666)  -0.28
C (-0.0480, 0.3192, -1.1517)  -0.13
C (-1.5292, 0.2971, -1.3189)  -0.44
C (-2.3614, 0.6392, -0.0689)  -0.40
C (-2.3528, -0.4869, 0.9383)  -0.62
H (2.6051, -0.8077, -1.1716)  0.19
H (4.0202, 0.0551, -0.4577)  0.20
H (2.5416, 1.7402, 0.5016)  0.21
H (0.0893, 1.3559, 0.6449)  0.21
H (0.4744, -0.2080, -1.9459)  0.19
H (-1.8051, 0.9525, -2.1250)  0.22
H (-1.8045, -0.6914, -1.6993)  0.21
H (-2.0237, 1.5814, 0.3545)  0.20
H (-3.3732, 0.7088, -0.4654)  0.21
H (-3.0710, -0.2955, 1.7441)  0.21
H (-1.4407, -0.7031, 1.4845)  0.22
H (-2.6931, -1.4022, 0.4633)  0.20
O (0.9238, -1.9070, 1.7047)  -0.95
H (0.8964, -1.3472, 0.9054)  0.48
H (1.8125, -1.7888, 2.0523)  0.47

As for the highest occupied orbital energy: -9.00 eV. For the gap between HOMO and LUMO, the calculation gives 9.9 eV. The structure (SMILES) is C=C/C=C/CCC.O. The LUMO energy is 0.879 eV.

From most stable to least stable, the computed energies give <Q>, <P>.

<P>
C7H14O | ωB97M-V with the def2-TZVPD basis set

Each line ends with the natural charge from an NBO analysis.
Atoms and positions in Å:
C (-0.9424, -1.9854, -0.0193)  -0.39
C (-0.3651, -0.8390, -0.3120)  -0.05
C (-0.3982, 0.4500, 0.3521)  -0.25
C (-1.2806, 1.3711, -0.1754)  -0.17
C (-1.4337, 2.5805, 0.7100)  -0.64
C (0.6910, -0.7184, -1.3965)  -0.45
C (1.8043, 0.3634, -1.2552)  -0.63
H (-0.6784, -2.8444, -0.5269)  0.19
H (-1.4642, -2.4570, 0.8692)  0.21
H (0.3334, 0.7099, 1.1097)  0.22
H (-1.9032, 1.2514, -1.0620)  0.21
H (-2.4787, 2.6553, 1.1244)  0.22
H (-0.6630, 2.5305, 1.5826)  0.21
H (-1.3231, 3.4554, 0.0460)  0.21
H (0.3552, -0.7310, -2.4650)  0.23
H (1.2499, -1.6777, -1.3943)  0.22
H (2.1909, 0.7993, -2.2452)  0.21
H (2.7521, 0.0058, -1.0252)  0.21
H (1.6004, 1.2488, -0.6121)  0.22
O (0.9964, -2.2540, 2.2108)  -0.94
H (0.6437, -1.5986, 1.5854)  0.48
H (0.3132, -2.3158, 2.8988)  0.46

As for the highest occupied orbital energy: -9.05 eV. For the gap between HOMO and LUMO, the calculation gives 10.0 eV. The structure (SMILES) is C=C(/C=C/C)CC.O. The LUMO energy is 0.924 eV.

<Q>
C7H14O | ωB97M-V with the def2-TZVPD basis set

Each line ends with the natural charge from an NBO analysis.
Atoms and positions in Å:
C (-1.0300, -2.2131, -1.3928)  -0.40
C (-0.8396, -1.1348, -0.6415)  -0.17
C (0.4356, -0.9080, 0.1234)  -0.50
C (0.3929, 0.2396, 1.1222)  0.06
C (-0.6337, 0.4086, 1.9523)  -0.43
C (1.5822, 1.1607, 1.0942)  -0.44
C (2.9195, 0.5040, 1.3833)  -0.61
H (-2.0099, -2.4406, -1.7959)  0.20
H (-0.2729, -2.9700, -1.5803)  0.19
H (-1.6965, -0.5129, -0.4111)  0.21
H (0.6717, -1.8012, 0.6922)  0.23
H (1.2554, -0.7483, -0.5747)  0.22
H (-1.5176, -0.2043, 1.8737)  0.20
H (-0.6102, 1.2390, 2.6455)  0.20
H (1.5843, 1.5451, 0.0579)  0.20
H (1.4402, 2.0611, 1.6843)  0.21
H (3.0332, -0.4932, 0.9664)  0.21
H (3.7713, 1.1131, 1.0636)  0.21
H (3.0526, 0.3827, 2.4670)  0.21
O (-3.6282, 1.5907, -3.2300)  -0.93
H (-3.5486, 1.0122, -4.0053)  0.47
H (-4.3517, 2.1696, -3.4944)  0.46

As for the highest occupied orbital energy: -9.12 eV. For the gap between HOMO and LUMO, the calculation gives 10.0 eV. The structure (SMILES) is C=CCC(=C)CC.O. The LUMO energy is 0.897 eV.

From most stable to least stable, the computed energies give <Q>, <P>.